ORCA calculation (ωB97M-V with the def2-TZVPD basis set) on C3H5N3 in the gas phase in a non-equilibrium geometry.

Cartesian coordinates (Å):
C 2.548 -0.825 0.014
C 0.992 0.958 0.454
C -0.989 -0.517 0.584
N 1.771 0.056 0.058
N -0.350 0.594 0.154
N -2.155 -0.635 0.034
H 2.976 -1.284 -0.893
H 1.086 2.004 0.471
H -0.769 1.316 -0.325
H -2.650 -1.504 0.251
H -2.459 -0.164 -0.803

The strongest force on any atom comes out at 0.0769 hartree/bohr.

=====

ORCA calculation (ωB97M-V with the def2-TZVPD basis set) on 6 unconnected molecules or ions with the total composition C26H78N14O8P4 in a non-equilibrium geometry.

Cartesian coordinates (Å):
C -13.842 34.652 -7.153
N -12.711 35.392 -6.634
C -12.428 35.168 -5.224
P -11.875 36.526 -7.491
O -10.950 37.296 -6.639
N -11.047 35.795 -8.722
C -11.656 34.824 -9.587
C -9.741 36.320 -9.094
N -13.064 37.394 -8.246
C -14.167 37.908 -7.466
C -12.734 38.169 -9.430
H -14.783 34.943 -6.662
H -13.751 33.584 -6.905
H -13.935 34.737 -8.229
H -11.673 35.893 -4.929
H -12.009 34.165 -5.085
H -13.349 35.253 -4.645
H -10.946 34.513 -10.359
H -11.975 33.907 -9.088
H -12.511 35.233 -10.145
H -9.173 35.487 -9.516
H -9.855 37.083 -9.877
H -9.217 36.741 -8.243
H -14.543 37.124 -6.812
H -13.901 38.762 -6.834
H -14.987 38.167 -8.137
H -11.998 37.635 -10.033
H -12.319 39.152 -9.181
H -13.623 38.290 -10.053
C -6.929 29.188 -7.533
N -6.243 30.444 -7.742
C -5.926 31.231 -6.563
P -5.803 30.857 -9.285
O -6.452 30.006 -10.289
N -6.156 32.474 -9.365
C -7.507 32.865 -9.000
C -5.493 33.377 -10.291
N -4.151 30.853 -9.413
C -3.270 31.660 -8.578
C -3.538 29.639 -9.951
H -7.949 29.223 -7.928
H -7.037 28.975 -6.466
H -6.400 28.329 -7.948
H -5.034 30.849 -6.050
H -6.774 31.178 -5.880
H -5.709 32.259 -6.846
H -8.229 32.696 -9.810
H -7.867 32.274 -8.158
H -7.503 33.907 -8.672
H -5.747 34.410 -10.076
H -4.429 33.150 -10.288
H -5.828 33.104 -11.305
H -3.842 32.496 -8.169
H -2.845 31.077 -7.759
H -2.526 32.141 -9.219
H -3.403 28.889 -9.156
H -2.548 29.867 -10.348
H -4.188 29.209 -10.707
C -12.910 43.234 -15.559
N -11.991 42.192 -16.002
C -11.630 42.205 -17.409
P -11.869 40.770 -15.177
O -12.746 39.675 -15.622
N -10.261 40.360 -15.268
C -9.873 38.970 -15.510
C -9.197 41.352 -15.340
N -12.223 41.211 -13.622
C -12.988 40.280 -12.802
C -11.373 42.119 -12.895
H -13.295 43.780 -16.421
H -12.409 43.984 -14.935
H -13.753 42.834 -14.999
H -10.680 41.702 -17.579
H -11.525 43.243 -17.735
H -12.409 41.764 -18.040
H -10.736 38.410 -15.866
H -9.063 38.914 -16.236
H -9.571 38.490 -14.574
H -9.536 42.281 -15.795
H -8.819 41.611 -14.344
H -8.356 40.971 -15.919
H -13.812 39.857 -13.372
H -12.386 39.422 -12.460
H -13.361 40.803 -11.921
H -11.913 42.534 -12.044
H -11.049 42.937 -13.540
H -10.461 41.626 -12.528
C -4.762 36.729 -15.798
N -4.977 36.901 -17.225
C -6.228 37.561 -17.548
P -4.266 35.833 -18.259
O -4.730 34.444 -18.201
N -4.498 36.517 -19.753
C -4.483 35.670 -20.931
C -4.117 37.894 -19.999
N -2.661 35.946 -17.842
C -1.758 34.924 -18.362
C -2.008 37.160 -17.377
H -5.099 37.631 -15.295
H -3.703 36.590 -15.577
H -5.290 35.836 -15.447
H -7.084 36.900 -17.359
H -6.270 37.788 -18.610
H -6.318 38.479 -16.968
H -4.955 34.717 -20.698
H -5.074 36.137 -21.723
H -3.464 35.497 -21.299
H -4.862 38.384 -20.636
H -4.084 38.454 -19.069
H -3.143 37.952 -20.500
H -0.768 35.038 -17.926
H -2.147 33.934 -18.133
H -1.651 35.026 -19.450
H -1.193 37.456 -18.043
H -1.584 37.031 -16.373
H -2.732 37.968 -17.312
C -4.001 38.748 -12.908
N -4.053 40.082 -13.569
O -3.578 40.152 -14.692
O -4.517 41.008 -12.941
H -3.199 38.803 -12.176
H -3.708 38.034 -13.666
H -4.981 38.540 -12.492
C -7.514 35.780 -12.361
N -7.461 37.096 -13.049
O -7.379 37.104 -14.263
O -7.575 38.087 -12.347
H -6.622 35.718 -11.743
H -7.537 34.979 -13.090
H -8.396 35.754 -11.730

The strongest force on any atom comes out at 0.0340 hartree/bohr. Its structure (SMILES) is CN(C)P(=O)(N(C)C)N(C)C.CN(C)P(=O)(N(C)C)N(C)C.CN(C)P(=O)(N(C)C)N(C)C.CN(C)P(=O)(N(C)C)N(C)C.C[N+](=O)[O-].C[N+](=O)[O-].

=====

ORCA calculation (ωB97M-V with the def2-TZVPD basis set) on C5H8ClNS in the gas phase in a non-equilibrium geometry.

Cartesian coordinates (Å):
C 0.756 1.637 -0.011
C -0.352 0.592 -0.182
N -1.414 1.131 -0.789
C -0.119 -0.705 0.263
C -1.129 -1.673 0.210
S -2.689 -1.589 -0.451
C 1.266 -1.118 0.606
Cl 2.380 -1.500 -0.849
H 1.849 1.276 -0.210
H 0.330 2.450 -0.631
H 0.541 2.089 1.180
H -2.242 0.420 -0.601
H -1.394 2.109 -1.247
H -0.792 -2.620 0.502
H 1.210 -2.117 1.087
H 1.800 -0.382 1.126

The strongest force on any atom comes out at 0.0739 hartree/bohr. Its structure (SMILES) is C/C(N)=C(/C=S)CCl.

=====

Number 1: orbital gap 8.348 eV. Number 2: orbital gap 8.138 eV. Number 3: orbital gap 8.139 eV.